(w)
The following is a quantum chemistry calculation of an isolated molecule of C6H12N2O, from the OMol25 dataset.

Results
HOMO-LUMO gap, eV: 8.6
LUMO energy, eV: 0.81
E_HOMO, eV: -7.808
SMILES string: CN[C@@]12COC[C@@]1(N)C2

CARTESIAN COORDINATES (ANGSTROEM)
C -2.725 0.086 0.186
N -1.508 -0.161 -0.554
C -0.291 0.177 0.257
C 0.161 -1.108 0.982
O 0.905 -1.903 -0.049
C 1.443 -0.947 -0.962
C 1.224 0.349 -0.280
N 2.304 0.792 0.656
C 0.224 1.464 -0.458
H -2.888 -0.475 1.139
H -3.614 -0.107 -0.459
H -2.781 1.140 0.472
H -1.455 -1.111 -0.857
H 0.882 -0.909 1.809
H -0.694 -1.678 1.370
H 0.850 -1.038 -1.921
H 2.480 -1.225 -1.179
H 2.045 1.651 1.173
H 3.102 1.064 0.084
H 0.455 2.401 0.112
H -0.117 1.539 -1.521

(x)
The following is a quantum chemistry calculation of a cluster of 2 separate species, C6H12N2O in total, from the OMol25 dataset.

Results
HOMO-LUMO gap, eV: 9.5
LUMO energy, eV: 0.82
E_HOMO, eV: -8.685
SMILES string: Cc1c[nH]cn1.CCO

CARTESIAN COORDINATES (ANGSTROEM)
C 0.573 0.934 -2.717
C 1.125 -0.185 -1.927
C 1.836 -1.220 -2.534
N 2.142 -2.090 -1.489
C 1.449 -1.621 -0.399
N 0.872 -0.490 -0.614
H 0.778 1.962 -2.429
H -0.517 0.881 -2.698
H 0.744 0.808 -3.774
H 2.328 -1.229 -3.493
H 2.350 -3.061 -1.654
H 1.272 -2.291 0.447
C -2.335 0.715 2.048
C -1.439 1.042 3.229
O -0.087 1.052 2.839
H -3.129 -0.012 2.223
H -1.875 0.561 1.077
H -3.080 1.517 1.936
H -1.633 2.048 3.566
H -1.533 0.375 4.093
H 0.160 0.305 2.268

Going by the energies, (x) is most stable and the next is 4.239 eV up.